DFT (ωB97M-V/def2-TZVPD) results for a 7-piece molecular cluster, C54H68F6N11O8S2 overall in a non-equilibrium geometry.

The value obtained for the HOMO energy is -15.0 eV. As for the gap between HOMO and LUMO: 0.0852 hartree. The value obtained for the LUMO energy is -12.7 eV. As for the charge: +7.

Last column: Löwdin charge in e.
Positions of all 149 atoms, in Å:
N (-12.04237, -6.60145, 4.10757)  -0.6984
O (-12.44403, -5.48202, 3.84362)  -0.0754
O (-11.18724, -6.83325, 5.00653)  -0.1394
O (-12.45293, -7.59720, 3.52541)  -0.0855
C (-11.63772, -8.45824, 11.32179)  -0.0272
C (-11.57221, -9.95857, 11.04440)  -0.2770
C (-11.90276, -10.92185, 12.24659)  -0.2133
O (-11.14567, -10.79653, 13.39038)  -0.1668
C (-11.51086, -11.54685, 14.54916)  -0.0510
N (-12.34664, -10.37955, 9.81118)  0.2358
H (-12.28590, -11.37479, 9.65023)  0.1739
H (-13.34193, -10.30466, 9.96577)  0.1689
H (-12.03567, -9.85991, 9.00285)  0.1725
H (-11.58035, -7.81845, 10.44116)  0.0773
H (-10.74998, -8.21842, 11.90703)  0.1010
H (-12.59604, -8.06298, 11.65870)  0.0946
H (-10.57491, -10.22345, 10.69324)  0.1491
H (-11.70328, -11.96908, 12.01936)  0.1390
H (-12.98904, -10.88666, 12.32936)  0.1300
H (-11.35022, -11.08313, 15.52244)  0.0975
H (-10.79203, -12.36613, 14.53694)  0.0980
H (-12.52452, -11.94671, 14.52262)  0.0969
C (-8.47813, 0.81820, 4.98105)  0.0244
N (-8.41261, 2.17903, 4.40680)  -0.0733
C (-8.26419, 2.32795, 3.08871)  0.0266
C (-8.31846, 3.59316, 2.59569)  0.0135
C (-8.69919, 4.66652, 3.32628)  -0.1059
C (-9.10154, 4.40284, 4.69966)  0.0909
C (-8.94607, 3.13244, 5.24971)  0.0493
C (-8.74171, 5.98823, 2.60949)  -0.1322
C (-9.89575, 6.76900, 2.61749)  0.0527
C (-9.93835, 7.99991, 1.95487)  0.0734
N (-8.78970, 8.37499, 1.29441)  -0.0742
C (-7.66401, 7.68721, 1.31535)  0.0262
C (-7.57441, 6.45440, 1.97055)  0.0801
C (-8.84100, 9.59760, 0.46262)  0.0566
H (-9.43536, 0.34967, 4.75240)  0.1182
H (-8.36289, 0.83588, 6.06479)  0.1102
H (-7.69108, 0.21364, 4.53032)  0.1105
H (-8.23400, 1.45073, 2.45945)  0.1649
H (-8.11935, 3.79405, 1.55338)  0.1470
H (-9.51755, 5.21344, 5.27954)  0.1341
H (-9.30183, 2.75376, 6.19651)  0.1513
H (-10.71853, 6.35116, 3.17861)  0.1333
H (-10.81164, 8.63378, 1.91018)  0.1590
H (-6.79646, 8.09301, 0.81628)  0.1618
H (-6.68202, 5.85730, 2.08682)  0.1432
H (-9.74217, 9.60177, -0.15054)  0.1211
H (-7.96663, 9.53183, -0.18488)  0.1097
H (-8.75580, 10.49017, 1.08243)  0.1277
C (-2.45484, -8.27836, 9.91433)  0.0518
N (-3.10348, -8.26905, 8.57500)  -0.0709
C (-2.42844, -7.70783, 7.50364)  0.0656
C (-3.08515, -7.48489, 6.29144)  0.0458
C (-4.36634, -7.98973, 6.09051)  -0.0818
C (-4.98634, -8.65787, 7.20536)  0.0624
C (-4.35681, -8.72758, 8.44330)  0.0224
C (-5.18821, -7.90761, 4.79450)  -0.1020
C (-5.10550, -6.72886, 4.04100)  0.0363
C (-5.80705, -6.65739, 2.90388)  -0.0065
N (-6.58394, -7.67389, 2.46964)  -0.0547
C (-6.60766, -8.86365, 3.16169)  0.0800
C (-5.97103, -8.95046, 4.39573)  0.0510
C (-7.58786, -7.41170, 1.41441)  0.0409
H (-1.39110, -8.25574, 9.67762)  0.1094
H (-2.58566, -9.25849, 10.37295)  0.1186
H (-2.78784, -7.46110, 10.55411)  0.1224
H (-1.48374, -7.21686, 7.68496)  0.1544
H (-2.67243, -6.83751, 5.53186)  0.1319
H (-5.79787, -9.34960, 7.03409)  0.1254
H (-4.79264, -9.20269, 9.30973)  0.1584
H (-4.46453, -5.88199, 4.23694)  0.1395
H (-5.96041, -5.68882, 2.45140)  0.1526
H (-7.28031, -9.63637, 2.81987)  0.1616
H (-6.01132, -9.88106, 4.94234)  0.1427
H (-7.32937, -6.50943, 0.86012)  0.1038
H (-8.58478, -7.31562, 1.84454)  0.1231
H (-7.50047, -8.18348, 0.64969)  0.1149
C (-19.66073, -3.98772, 1.42773)  0.0491
N (-20.03343, -2.73452, 2.12101)  -0.0828
C (-19.23080, -2.41008, 3.14159)  0.0199
C (-19.49953, -1.24647, 3.85766)  0.0660
C (-20.68858, -0.50739, 3.59192)  -0.1475
C (-21.49275, -0.90174, 2.53693)  0.0761
C (-21.13581, -2.02724, 1.82936)  0.0380
C (-20.87032, 0.65210, 4.40394)  -0.1367
C (-22.14172, 0.97745, 5.02339)  0.0957
C (-22.25712, 2.11837, 5.81664)  0.0409
N (-21.15204, 2.89996, 5.93596)  -0.0732
C (-19.91835, 2.69168, 5.27124)  0.0938
C (-19.77842, 1.53131, 4.45169)  0.0577
C (-21.23172, 4.05821, 6.86452)  0.0280
H (-20.27627, -3.96909, 0.52835)  0.1094
H (-19.85264, -4.78715, 2.14339)  0.1210
H (-18.61342, -4.04803, 1.13177)  0.1159
H (-18.46881, -3.11280, 3.44484)  0.1586
H (-18.75314, -0.95009, 4.57979)  0.1355
H (-22.38099, -0.37546, 2.22001)  0.1514
H (-21.72624, -2.37745, 0.99561)  0.1592
H (-22.99803, 0.32725, 5.12513)  0.1413
H (-23.16584, 2.52161, 6.23854)  0.1588
H (-19.17324, 3.36520, 5.66821)  0.1450
H (-18.85992, 1.29609, 3.93456)  0.1318
H (-20.86459, 4.95525, 6.36589)  0.1150
H (-20.63084, 3.86276, 7.75270)  0.1179
H (-22.23330, 4.27199, 7.23762)  0.1140
C (-13.66646, -13.52419, -6.87975)  0.0352
N (-14.66148, -13.40074, -5.79723)  -0.0776
C (-14.70910, -14.47383, -4.99794)  0.0565
C (-15.41868, -14.32252, -3.80885)  0.0689
C (-16.07804, -13.14177, -3.53154)  -0.1803
C (-16.10727, -12.12485, -4.46780)  0.0697
C (-15.35917, -12.25059, -5.62532)  0.0561
C (-16.71073, -13.10341, -2.23473)  -0.1485
C (-16.06642, -12.47795, -1.11596)  0.0865
C (-16.74433, -12.46704, 0.10123)  0.0281
N (-17.91980, -13.15238, 0.20247)  -0.0819
C (-18.45153, -13.86786, -0.78130)  0.0443
C (-17.82763, -13.90762, -2.04363)  0.0803
C (-18.59072, -13.09302, 1.55148)  0.0622
H (-13.99557, -12.88096, -7.69586)  0.1127
H (-13.37691, -14.51307, -7.23522)  0.1202
H (-12.70810, -13.13845, -6.53208)  0.1199
H (-14.15600, -15.31036, -5.39883)  0.1594
H (-15.55171, -15.17791, -3.16309)  0.1486
H (-16.65026, -11.24445, -4.15722)  0.1432
H (-15.27080, -11.51154, -6.40788)  0.1575
H (-15.13494, -11.93816, -1.20183)  0.1378
H (-16.37551, -11.86355, 0.91743)  0.1538
H (-19.24867, -14.51650, -0.44927)  0.1576
H (-18.07060, -14.61407, -2.82355)  0.1485
H (-19.12770, -12.14489, 1.57981)  0.1156
H (-17.79956, -13.22281, 2.28994)  0.1151
H (-19.28859, -13.92397, 1.65446)  0.1107
C (-10.82949, -15.10901, 4.50735)  -0.7055
F (-11.00793, -13.84247, 4.26140)  0.1340
F (-11.49617, -15.78729, 3.61647)  0.1542
F (-9.56007, -15.54889, 4.44714)  0.1180
S (-11.51636, -15.47129, 6.29794)  0.6225
O (-12.76397, -14.69198, 6.37238)  -0.3637
O (-11.77426, -16.85399, 6.25737)  -0.2724
N (-10.28221, -14.76492, 7.26242)  -0.3349
S (-9.55642, -16.04053, 7.87839)  0.5477
O (-10.26523, -16.55125, 9.02716)  -0.3066
O (-9.18931, -17.02576, 6.88170)  -0.3190
C (-7.78774, -15.34631, 8.58487)  -0.5575
F (-7.33874, -16.25596, 9.47551)  0.1158
F (-6.88613, -15.31170, 7.52517)  0.0678
F (-7.96726, -14.20875, 9.25355)  0.1003

Atoms 1-3, force components in eV/Å:
N 1.1171 -1.8574 1.1964
O -0.2859 1.6008 -0.1783
O 0.5066 1.2109 0.4515